{"formula": "C4H9O4Ru", "method": "ωB97M-V/def2-TZVPD", "spin_multiplicity": 7, "charge": 1, "e_lumo_ev": [-4.0, -6.7], "gap_ev": [9.7, 7.6], "symbols": ["C", "O", "H", "H", "H", "O", "O", "C", "C", "O", "C", "Ru", "H", "H", "H", "H", "H", "H"], "positions_angstrom": [[0.42570, 0.55324, -2.94782], [-0.04766, 1.22431, -1.84246], [0.04940, 0.98598, -3.88475], [1.53270, 0.58679, -2.89797], [0.18757, -0.52396, -2.89094], [-0.10882, -0.00371, 3.59515], [-1.94650, -1.12074, 0.83872], [-1.23352, -0.84979, -0.28303], [-0.01403, 0.15282, 0.00750], [0.71765, -0.39432, 1.50784], [0.86553, 0.38517, 2.70785], [-0.89060, -1.27194, 2.40386], [-1.83135, -0.34467, -1.06391], [-0.75975, -1.74334, -0.73650], [-0.47927, 1.07131, 0.40186], [0.85821, -0.34801, -0.44538], [1.88512, 0.18203, 3.09489], [0.78963, 1.45881, 2.43510]], "forces_ev_per_angstrom": [[-0.322, -0.546, 0.224], [-0.088, 0.248, -0.864], [0.365, 0.096, 0.198], [-0.151, 0.332, -0.181], [-0.018, 0.155, -0.082], [0.033, -0.039, 0.473], [-0.756, -0.490, 0.639], [2.161, 1.156, -1.725], [-1.064, -2.472, 1.176], [-0.189, -0.369, -0.517], [1.728, 1.854, -0.390], [-1.904, -1.534, 1.335], [0.023, -0.270, 0.372], [-0.551, 0.048, 0.259], [1.506, 0.185, -0.722], [-0.123, 2.092, -0.325], [-0.566, 0.007, -0.101], [-0.084, -0.453, 0.229]]}

***

{"formula": "C4H9O4S", "method": "ωB97M-V/def2-TZVPD", "charge": -1, "e_lumo_ev": [2.9, 2.9], "gap_ev": [6.4, 6.4], "symbols": ["C", "C", "C", "C", "O", "O", "O", "O", "S", "H", "H", "H", "H", "H", "H", "H", "H", "H"], "positions_angstrom": [[-0.42990, 0.23104, 1.39412], [1.11505, -1.18904, -0.08971], [-0.30877, 0.60800, -1.16627], [-0.20421, -0.41450, -0.03107], [-3.82266, 1.44102, -0.37263], [-4.78886, -0.49109, 0.71795], [-1.00976, -1.48068, -0.21367], [-2.76174, -0.88868, -0.68208], [-3.97960, -0.04548, -0.36131], [0.32255, 0.98568, 1.66481], [-1.36547, 0.72289, 1.57632], [-0.43747, -0.60013, 2.08488], [1.16823, -1.76047, -1.05216], [1.15325, -1.85853, 0.80519], [1.99375, -0.42990, -0.10742], [0.56946, 1.33389, -0.96398], [-0.20798, 0.31803, -2.14409], [-1.22362, 1.03157, -0.88503]], "forces_ev_per_angstrom": [[0.948, -0.139, -0.758], [2.082, 1.145, 0.117], [2.639, 1.742, 3.823], [0.540, -0.627, 0.009], [0.282, -1.679, -0.151], [-1.233, -0.896, 1.796], [-1.911, -0.689, 0.265], [0.075, -0.159, -0.820], [0.735, 2.592, -1.147], [0.177, -0.355, -0.044], [-0.872, 0.243, -0.660], [0.368, -0.221, 0.332], [-0.143, 0.383, 0.977], [0.308, 0.430, -0.878], [-0.964, -1.264, 0.311], [-1.452, -0.553, -0.357], [-0.141, -1.317, -2.205], [-1.438, 1.366, -0.610]]}

***

{"formula": "C4H9OP", "method": "ωB97M-V/def2-TZVPD", "smiles": "CCOP1CC1", "e_lumo_ev": 1.2, "gap_ev": 10.0, "symbols": ["C", "C", "C", "C", "O", "P", "H", "H", "H", "H", "H", "H", "H", "H", "H"], "positions_angstrom": [[-2.35818, -0.01828, -0.67836], [-1.87837, -0.23410, 0.75870], [2.14209, 0.21494, 0.78895], [1.69012, -0.11539, -0.65863], [0.28820, -0.24522, -0.98687], [-0.82386, 0.93151, -0.43404], [-2.37700, -0.87353, -1.28804], [-3.32013, 0.67034, -0.89524], [-2.35292, 0.25093, 1.55201], [-1.59145, -1.19610, 1.04395], [1.16686, 0.68301, 1.17115], [2.41454, -0.67483, 1.37882], [2.96268, 0.91616, 0.83414], [2.03154, -1.02897, -1.21787], [2.00587, 0.71953, -1.36867]], "forces_ev_per_angstrom": [[-2.306, 2.287, 0.810], [0.238, 2.107, -2.555], [-2.440, -0.641, -0.402], [0.723, 0.740, -3.008], [-1.125, 0.771, 1.257], [0.334, -2.385, 0.793], [0.234, -0.910, -0.836], [2.261, -1.623, 0.740], [-0.894, 0.975, 0.917], [0.986, -1.344, -0.050], [1.708, -0.478, 0.277], [-0.374, 0.328, -0.182], [0.020, 0.242, -0.200], [0.475, 0.614, 1.332], [0.160, -0.684, 1.108]]}

***

{"formula": "C4H9OP", "method": "ωB97M-V/def2-TZVPD", "e_lumo_ev": [-0.6, -0.2], "gap_ev": [8.3, 7.9], "symbols": ["C", "C", "C", "C", "O", "P", "H", "H", "H", "H", "H", "H", "H", "H", "H"], "positions_angstrom": [[-2.51159, 1.46324, 0.20060], [-2.15743, 0.58278, -0.68599], [0.87173, -0.36339, 1.42363], [1.48114, -1.25800, -1.14406], [1.63588, 1.42854, -0.58680], [0.82338, 0.25430, -0.32078], [-3.47844, 1.80264, 0.39918], [-1.68977, 1.90593, 0.83606], [-2.75571, 0.08340, -1.54089], [0.50125, -1.31489, 1.47144], [1.92396, -0.48312, 1.73268], [0.48211, 0.49433, 1.95243], [2.41136, -0.90569, -1.52175], [1.54661, -1.94503, -0.26828], [0.91554, -1.74504, -1.94747]], "forces_ev_per_angstrom": [[2.844, 0.311, 1.038], [0.091, -1.145, -1.910], [2.046, 3.145, -1.020], [-1.304, -0.405, 0.658], [0.834, 1.829, -0.255], [-1.801, -2.768, 0.213], [-1.601, 0.470, 0.064], [-1.115, -0.404, -0.514], [1.233, 0.675, 1.633], [-1.953, -2.007, 0.521], [-0.078, 0.376, -0.351], [-0.628, -0.500, 0.891], [1.025, -0.138, -0.205], [0.437, 0.182, -1.035], [-0.029, 0.379, 0.272]]}

***

{"formula": "C4H9OP", "method": "ωB97M-V/def2-TZVPD", "spin_multiplicity": 3, "e_lumo_ev": [1.1, -0.8], "gap_ev": [7.5, 8.3], "symbols": ["C", "C", "C", "C", "O", "P", "H", "H", "H", "H", "H", "H", "H", "H", "H"], "positions_angstrom": [[0.68778, 0.53401, 2.12845], [-0.55201, 1.38877, 1.93658], [-0.82343, -1.02161, -1.85719], [0.60417, -0.46541, -1.66427], [1.07280, -0.61112, -0.36189], [0.16818, -0.92076, 0.95196], [1.57067, 0.91364, 1.66351], [0.81250, 0.17752, 3.10335], [-1.35598, 1.70085, 2.55808], [-0.45968, 2.10967, 1.14360], [-1.08075, -2.00483, -1.61091], [-1.36513, -0.45738, -1.07345], [-1.14156, -0.69314, -2.76120], [0.68414, 0.62338, -2.07327], [1.17827, -1.27358, -2.08337]], "forces_ev_per_angstrom": [[-3.088, -0.317, -2.174], [1.711, 1.401, -0.316], [0.727, 2.930, 3.572], [-0.891, -1.332, -1.167], [0.512, 1.239, 1.662], [0.452, -0.729, 1.020], [0.595, 0.547, -0.074], [0.334, -0.632, 1.427], [-0.258, -0.594, 1.137], [0.027, 0.030, -0.582], [0.473, -1.795, -0.065], [-0.526, 0.022, -0.546], [-1.271, 0.580, -2.876], [0.155, -2.096, 0.680], [1.048, 0.744, -1.700]]}

***

{"formula": "C4H9OPS", "method": "ωB97M-V/def2-TZVPD", "smiles": "OP1(=S)CCCC1", "e_lumo_ev": 0.8, "gap_ev": 9.5, "symbols": ["C", "C", "C", "C", "O", "P", "S", "H", "H", "H", "H", "H", "H", "H", "H", "H"], "positions_angstrom": [[-1.47204, 0.14310, 0.37201], [-0.40772, -0.47870, 1.27311], [-0.93741, -0.10878, -0.99808], [0.84345, 0.25850, 0.95884], [1.69073, -0.89246, -1.27204], [0.79345, 0.36457, -0.90428], [1.46432, 1.95585, -1.81237], [-2.47932, -0.23035, 0.51367], [-1.43825, 1.18197, 0.49812], [-0.64771, -0.46282, 2.40720], [-0.20190, -1.51361, 1.00512], [-0.76894, -1.07715, -1.08612], [-1.46975, 0.24902, -1.85421], [0.65712, 1.31448, 1.23096], [1.84811, -0.13456, 1.19093], [2.52586, -0.56907, -1.52285]], "forces_ev_per_angstrom": [[0.109, -1.172, 0.354], [-0.510, -0.890, 2.527], [0.313, 2.994, -0.558], [0.613, 2.039, -1.519], [-1.621, -1.859, 0.007], [0.516, 2.016, 0.975], [-0.305, -0.272, 0.342], [-0.099, -0.095, 0.074], [-0.455, 1.727, 0.655], [0.231, 0.056, -1.850], [-0.567, -0.388, 0.081], [0.018, -5.014, -0.768], [-0.250, 0.432, -0.356], [0.803, -0.353, 0.389], [-0.709, 0.241, 0.457], [1.911, 0.536, -0.810]]}

***

{"formula": "C4H9OPS", "method": "ωB97M-V/def2-TZVPD", "smiles": "O=S1#[PH]CCCC1", "e_lumo_ev": 0.3, "gap_ev": 9.1, "symbols": ["C", "C", "C", "C", "O", "P", "S", "H", "H", "H", "H", "H", "H", "H", "H", "H"], "positions_angstrom": [[-1.23238, 0.43494, -0.22247], [-0.90708, -0.99549, 0.34736], [-0.36009, 1.42446, 0.53166], [0.57833, -1.36902, -0.10373], [3.15942, -0.88807, -0.60739], [1.42238, 1.56341, -0.15115], [1.95972, -0.41953, 0.59455], [-1.26059, 0.53116, -1.32215], [-2.17448, 0.96955, 0.05502], [-1.04897, -0.80488, 1.47927], [-1.59374, -1.73256, -0.06078], [-0.66864, 2.54359, 0.41433], [-0.22027, 0.97049, 1.57774], [0.81408, -2.41128, 0.01233], [0.47792, -1.00018, -1.08217], [1.05439, 1.18342, -1.46242]], "forces_ev_per_angstrom": [[-1.005, 0.902, 0.691], [0.230, 1.891, 1.197], [2.197, 1.342, -0.450], [-2.191, 1.074, 1.586], [-3.231, 1.358, 3.697], [-0.427, -0.456, 0.812], [3.158, -1.267, -4.442], [0.675, -0.209, 0.361], [-0.386, -1.835, -0.042], [0.190, -1.173, -1.634], [0.026, -0.192, 0.290], [-0.025, -2.119, 0.910], [-0.499, 1.635, -1.084], [0.143, -0.313, -0.146], [0.903, -0.392, -1.749], [0.243, -0.245, 0.003]]}

***

{"formula": "C4H9P", "method": "ωB97M-V/def2-TZVPD", "smiles": "CC1(P)CC1", "e_lumo_ev": 1.1, "gap_ev": 11.0, "symbols": ["C", "C", "C", "C", "P", "H", "H", "H", "H", "H", "H", "H", "H", "H"], "positions_angstrom": [[0.70111, 0.85238, -0.91880], [0.61873, 1.24911, 0.60868], [-0.08886, 0.02690, 0.02716], [0.38066, -1.37018, 0.55098], [-2.01684, 0.08155, 0.21412], [0.04269, 1.37701, -1.61836], [1.64867, 0.67529, -1.43274], [1.63053, 1.05862, 0.94215], [0.10449, 2.08563, 0.91304], [1.48892, -1.39065, 0.69636], [-0.10479, -2.05174, -0.18698], [-0.16930, -1.62575, 1.48202], [-2.01438, -1.22464, -0.17073], [-2.22162, 0.25646, -1.10689]], "forces_ev_per_angstrom": [[-1.596, 1.351, -0.299], [1.724, -2.583, -3.040], [0.180, -0.692, 2.509], [-1.116, 0.808, -0.692], [1.928, 0.426, 0.592], [0.230, 0.212, 0.284], [-0.123, -0.645, 0.765], [-0.236, 0.158, 0.900], [-0.960, 1.744, 0.609], [-0.986, -0.412, -0.342], [1.328, -0.171, 0.346], [0.655, 0.368, -0.208], [-0.496, -1.532, 0.254], [-0.534, 0.969, -1.677]]}

***

{"formula": "C4H9S", "method": "ωB97M-V/def2-TZVPD", "charge": -1, "e_lumo_ev": 3.7, "gap_ev": 5.8, "symbols": ["C", "S", "H", "H", "H", "C", "C", "C", "H", "H", "H", "H", "H", "H"], "positions_angstrom": [[-0.85379, -0.92272, 1.41306], [0.82250, -1.53039, 1.83293], [-1.04923, -0.81988, 0.34128], [-0.98694, 0.07420, 1.84118], [-1.59727, -1.57434, 1.86352], [-0.24482, 0.27536, -2.39102], [-0.13976, 1.70887, -2.02681], [-0.15924, 2.23117, -0.80838], [0.56537, -0.02023, -3.04749], [-1.11674, 0.15083, -3.05824], [-0.33192, -0.45152, -1.58881], [0.03639, 2.35053, -2.88955], [0.34812, 3.14174, -0.49858], [-0.51292, 1.68236, 0.05540]], "forces_ev_per_angstrom": [[0.393, 0.238, 0.327], [-0.001, -0.006, -0.255], [0.000, -0.227, 0.012], [-0.162, 0.077, 0.044], [-0.303, -0.075, -0.104], [-1.526, -0.417, -0.848], [0.482, 0.381, 0.015], [0.339, -0.230, 0.789], [0.527, 0.076, 0.123], [-0.024, -0.140, 0.226], [0.129, 0.263, 0.254], [0.512, 0.101, 0.154], [-0.703, 0.527, -0.672], [0.337, -0.568, -0.065]]}

***

{"formula": "C4HBrF2O4", "method": "ωB97M-V/def2-TZVPD", "charge": -2, "smiles": "O=C([O-])C(C(=O)[O-])C(F)(F)Br", "e_lumo_ev": 5.4, "gap_ev": 6.2, "symbols": ["C", "C", "C", "C", "O", "O", "O", "O", "F", "F", "Br", "H"], "positions_angstrom": [[-0.10911, 0.95240, 1.50365], [-1.52016, -0.37506, -0.65749], [-0.20937, -0.34016, 0.24244], [1.05757, -0.03581, -0.55897], [-0.88990, 1.86882, 1.35705], [-1.47835, 0.35906, -1.65442], [0.71487, 0.63724, 2.37653], [-2.31364, -1.26940, -0.32423], [1.13422, 1.03413, -1.28791], [2.18273, -0.10495, 0.19513], [1.67558, -1.43430, -2.08178], [-0.24443, -1.29197, 0.89001]], "forces_ev_per_angstrom": [[0.256, -1.765, -0.335], [2.052, -0.318, 0.141], [0.211, 0.521, 0.494], [-0.312, -1.999, 1.529], [-0.330, 0.636, -0.116], [-0.710, 0.409, -0.369], [-0.294, 0.254, -0.197], [-0.937, -0.135, 0.221], [-0.389, 1.253, 0.046], [-0.167, 0.204, -0.059], [-0.284, -0.529, -0.070], [0.904, 1.468, -1.287]]}

***

{"formula": "C4HCl2O4PSr", "method": "ωB97M-V/def2-TZVPD", "charge": 2, "e_lumo_ev": -9.5, "gap_ev": 8.6, "symbols": ["O", "C", "O", "C", "O", "C", "P", "O", "Cl", "C", "Cl", "H", "Sr"], "positions_angstrom": [[-1.35445, 0.80672, -2.81549], [-0.73390, 1.02751, -1.86697], [-1.17770, 1.73576, -0.73888], [-0.55296, 1.24303, 0.33893], [-0.56544, 1.73158, 1.43751], [0.40300, 0.20631, -0.04806], [1.46524, -0.94970, 0.90044], [0.21124, -2.16055, 1.31317], [1.83689, -0.18183, 2.71939], [0.49784, 0.27244, -1.39566], [1.55010, -0.40100, -2.44825], [-0.30374, -2.30739, 0.51782], [-1.27612, -1.02289, 2.08604]], "forces_ev_per_angstrom": [[-0.677, 0.379, -1.467], [0.598, -0.499, 1.387], [-0.675, 0.294, -0.007], [1.362, 1.524, -0.147], [-1.378, -0.739, 0.636], [0.226, -1.205, 0.458], [1.961, -0.557, -1.523], [3.093, -1.371, -1.142], [-0.879, 0.041, 0.124], [-0.231, -0.043, -0.055], [0.376, -0.302, -0.457], [0.597, -1.192, -1.363], [-4.372, 3.671, 3.555]]}

***

{"formula": "C4HClNO2", "method": "ωB97M-V/def2-TZVPD", "charge": -1, "e_lumo_ev": 3.5, "gap_ev": 8.0, "symbols": ["C", "C", "C", "C", "N", "O", "O", "Cl", "H"], "positions_angstrom": [[0.66903, -3.69886, 0.39679], [-0.37864, 0.13941, -0.84714], [0.53864, -2.72023, 1.38836], [0.22945, -1.38939, 1.08574], [0.77367, -4.38341, -0.53016], [-0.16677, -1.08884, -0.36064], [-0.78960, 0.38565, -1.94691], [1.10857, -3.12844, 2.98195], [-0.17742, 0.93462, -0.08053]], "forces_ev_per_angstrom": [[0.059, -0.649, -0.920], [0.247, 0.079, 2.268], [-0.692, 2.887, -1.792], [-0.060, 0.381, -0.005], [-0.029, -0.119, 0.309], [0.409, -1.859, 0.492], [0.121, -0.338, -0.215], [-0.078, 0.034, 0.215], [0.023, -0.416, -0.352]]}

***

Results for E: -553.05819 -856.86518 -574.33290 -574.25521 -574.23281 -972.62288 -972.46757 -499.06679 -555.96523 -3227.76100 -1745.80983 -818.43005 (in Ha, following the order of the records).